Entry 1:
Molecular formula: C12H14NO2
Method: DFT, wB97M-V/def2-TZVPD

Properties
Energy above the lowest of the compared OMol25 structures with the same formula, charge and spin   80.48 kJ/mol
Net charge   +1
Highest occupied orbital energy (alpha / beta)   -8.21 / -12.15 eV
Orbital gap (alpha / beta)   5.17 / 6.43 eV
Multiplicity   3

Geometry as XYZ:
```
29
C12H14NO2 | OMol25 | wB97M-V/def2-TZVPD
C 1.50 -3.15 0.94
C 1.53 -2.97 -0.27
C -3.18 -0.40 -1.29
C -2.24 0.04 -2.20
C -2.79 -0.52 0.07
C -0.99 0.53 -1.90
C -1.71 0.28 0.44
C -0.79 0.61 -0.52
C -1.27 0.58 1.83
C 0.19 1.08 1.57
C 0.42 1.20 0.13
C 2.70 0.90 -0.66
N 1.56 0.34 -0.36
O 3.69 0.23 -1.22
O 3.04 2.13 -0.51
H 1.78 -3.16 1.93
H -4.09 -0.83 -1.66
H -2.56 -0.06 -3.18
H -3.45 -1.18 0.70
H -0.33 0.56 -2.73
H -1.79 1.42 2.23
H -1.36 -0.28 2.50
H 0.34 2.06 2.04
H 0.86 0.26 2.02
H 0.71 2.26 -0.25
H 1.56 -3.14 -1.27
H 1.45 -0.67 -0.42
H 3.69 -0.74 -1.31
H 3.82 2.32 -1.06
```



Entry 2:
Molecular formula: C12H14NS2
Method: DFT, wB97M-V/def2-TZVPD

Properties
Energy above the lowest of the compared OMol25 structures with the same formula, charge and spin   31.21 kJ/mol
Net charge   +1
Highest occupied orbital energy   -11.62 eV
Structure (SMILES)   C[NH2+][C@@H]1CC1(c1ccsc1)c1ccsc1
Orbital gap   8.83 eV

Geometry as XYZ:
```
29
C12H14NS2 | OMol25 | wB97M-V/def2-TZVPD
C -0.57 0.66 1.80
C -0.04 0.51 -2.82
C -0.46 1.32 2.96
C -0.97 1.16 -3.55
C 1.35 1.90 1.41
C -1.00 1.80 -1.25
C 0.56 0.87 0.95
C -0.07 0.84 -1.47
C 1.95 -0.66 -0.60
C 0.68 -1.42 -0.36
C 0.73 0.23 -0.39
C -1.16 -2.38 0.94
N 0.23 -1.96 0.88
S 0.88 2.35 3.00
S -1.77 2.39 -2.61
H -1.38 -0.09 1.54
H 0.59 -0.40 -3.30
H -1.19 1.23 3.79
H -1.01 1.15 -4.56
H 2.18 2.39 1.12
H -1.19 2.15 -0.23
H 2.74 -0.48 0.18
H 2.36 -0.57 -1.63
H 0.11 -1.70 -1.26
H -1.74 -1.55 0.67
H -1.40 -3.05 0.14
H -1.49 -2.88 1.80
H 0.82 -2.62 1.28
H 0.23 -1.20 1.55
```